C14H9Cl3ErN4O2S4Si | ωB97M-V/def2-TZVPD

```
38
Properties=species:S:1:pos:R:3:forces:R:3:nbo_charge:R:1
Er 1.129 -1.503 0.953 1.14 0.31 -1.27 1.3295
O -0.547 1.697 3.803 -0.10 0.08 0.07 -0.6763
C -1.387 2.312 2.947 -0.05 -0.06 -0.18 0.3441
C -2.116 3.400 3.428 0.02 0.03 0.11 -0.2838
C -2.992 4.077 2.605 0.03 -0.03 0.01 -0.1787
C -3.157 3.685 1.280 -0.07 0.04 -0.11 -0.2724
C -2.442 2.609 0.794 0.05 0.04 0.15 -0.1491
C -1.553 1.905 1.611 0.10 -0.06 0.24 -0.1546
C -0.805 0.743 1.069 -0.27 0.03 -0.66 0.5851
O -0.019 0.059 1.859 -0.30 0.63 0.20 -0.8475
N -0.994 0.477 -0.189 -0.25 0.42 0.09 -0.4296
N -0.297 -0.615 -0.706 -0.15 0.17 0.15 -0.4468
C -0.594 -0.801 -1.943 -0.01 0.11 0.23 -0.0435
S -1.755 0.263 -2.721 0.01 -0.14 -0.20 0.3181
C -1.494 -0.449 -4.380 0.03 0.14 0.21 -0.5477
C -1.169 -1.915 -4.218 0.15 -0.06 0.25 -0.5358
S 0.096 -2.074 -2.909 -0.09 -0.03 -0.24 0.3650
H -0.160 0.936 3.323 0.05 -0.01 -0.01 0.5140
H -1.978 3.690 4.462 0.02 -0.01 -0.01 0.2182
H -3.554 4.916 2.997 0.01 0.01 0.01 0.2047
H -3.841 4.219 0.634 0.01 -0.01 0.00 0.2061
H -2.549 2.289 -0.232 -0.01 -0.02 -0.02 0.2331
H -0.672 0.086 -4.853 -0.02 -0.03 -0.08 0.2208
H -2.409 -0.298 -4.952 0.00 0.02 -0.02 0.2274
H -0.746 -2.346 -5.124 -0.01 -0.02 -0.01 0.2331
H -2.046 -2.484 -3.911 -0.03 0.00 -0.08 0.2180
S 2.457 -3.046 -0.743 0.23 0.05 0.05 -0.2911
C 3.852 -2.060 -1.125 -0.13 0.34 0.30 -0.2712
C 4.705 -2.623 -2.121 0.34 -0.18 -0.27 0.2736
N 5.373 -3.108 -2.924 -0.07 0.04 0.03 -0.3440
C 4.186 -0.856 -0.573 -0.35 -0.46 -0.07 -0.2635
S 3.283 0.035 0.629 0.08 -0.12 -0.02 -0.2943
C 5.400 -0.241 -1.003 0.39 0.20 -0.10 0.2727
N 6.387 0.260 -1.324 -0.08 0.00 0.01 -0.3397
Cl -0.486 -3.331 1.440 -0.19 -0.74 0.65 -0.4815
Si 1.249 -2.729 3.470 -0.54 -0.76 0.17 0.9100
Cl 1.918 -4.651 3.808 0.13 -0.03 0.08 -0.4092
Cl -0.273 -2.530 4.839 -0.06 0.13 0.32 -0.4131
```
Positions in Å, forces in eV/Å.

## Properties
Gap between HOMO and LUMO (alpha / beta) = 6.713 / 6.738 eV
HOMO (alpha / beta) = -4.975 / -4.983 eV
⟨S²⟩ = 3.75
Net charge = -1
2S+1 = 4

***

C28H45GeN5Se5SiTi | ωB97M-V/def2-TZVPD

```
86
Properties=species:S:1:pos:R:3:forces:R:3:nbo_charge:R:1
Ti 0.068 -0.603 -0.372 -0.29 -0.26 1.31 1.2593
Se 0.085 -0.156 2.287 0.01 -0.16 0.06 -0.5030
Se 1.714 -1.782 2.688 0.00 0.02 -0.02 -0.0434
Se 0.621 -3.739 2.050 -0.01 0.00 -0.05 -0.0871
Se -0.191 -3.239 -0.108 -0.06 -0.02 0.02 -0.4947
C 3.034 -3.453 -1.148 0.04 0.01 0.03 -0.6513
C 3.270 -2.093 -0.552 -0.18 -0.05 -0.14 0.2736
C 4.460 -1.837 0.099 0.07 0.03 0.00 -0.2835
C 4.674 -0.567 0.627 0.03 -0.03 -0.01 -0.1424
C 3.729 0.411 0.460 -0.04 0.05 0.01 -0.3292
C 2.548 0.110 -0.255 -0.04 0.22 -0.17 0.4209
N 2.330 -1.147 -0.720 0.31 0.15 0.16 -0.5956
N 1.531 0.989 -0.529 0.25 -0.25 -0.15 -1.2161
Si 1.996 2.605 -0.890 -0.15 0.02 0.14 1.8579
C 3.330 2.576 -2.209 0.16 -0.02 -0.13 -1.1371
C 0.658 3.717 -1.597 -0.14 0.05 -0.01 -1.1242
C 2.660 3.581 0.575 0.05 0.11 0.17 -1.1528
H 2.754 -4.165 -0.369 -0.02 0.01 0.00 0.2555
H 3.948 -3.804 -1.633 -0.02 -0.01 0.03 0.1989
H 2.213 -3.440 -1.859 0.00 0.01 -0.01 0.2239
H 5.193 -2.626 0.205 0.01 0.02 -0.01 0.2006
H 5.583 -0.352 1.178 -0.01 0.00 -0.01 0.2031
H 3.858 1.393 0.890 -0.01 -0.05 0.01 0.2231
H 2.926 2.188 -3.151 0.01 0.01 0.03 0.2206
H 4.164 1.935 -1.912 0.00 0.01 -0.03 0.2379
H 3.726 3.579 -2.397 -0.02 -0.04 0.00 0.2238
H 0.272 3.398 -2.564 0.02 0.01 -0.01 0.2192
H 1.135 4.693 -1.738 -0.02 -0.02 -0.01 0.2276
H -0.184 3.863 -0.919 0.03 -0.01 -0.07 0.2352
H 3.749 3.516 0.650 -0.04 0.02 0.03 0.2239
H 2.230 3.223 1.515 -0.01 0.00 -0.05 0.2554
H 2.401 4.638 0.463 0.05 -0.02 0.03 0.2247
N 4.578 -1.712 -9.895 0.05 -0.02 -0.08 -0.3169
C 3.958 -1.444 -8.966 -0.26 0.12 0.41 0.2847
C 3.172 -1.103 -7.796 0.31 -0.14 -0.46 -0.1954
C 2.096 -0.235 -7.920 -0.20 0.14 0.08 -0.1463
C 1.332 0.082 -6.808 0.05 -0.01 -0.26 -0.2439
C 1.654 -0.464 -5.575 -0.20 0.09 0.29 0.2680
C 2.743 -1.317 -5.443 0.20 -0.07 -0.09 -0.2502
C 3.496 -1.642 -6.558 -0.03 -0.04 0.24 -0.1287
N 0.872 -0.147 -4.440 0.02 0.07 -0.17 -0.3769
C 0.131 1.012 -4.215 0.16 -0.11 -0.06 -0.1038
C -0.410 0.871 -2.985 -0.03 -0.25 -0.06 -0.0388
N -0.039 -0.350 -2.456 -0.09 0.32 -0.92 -0.5384
C 0.721 -0.924 -3.337 0.06 -0.17 -0.18 0.2688
H 1.848 0.182 -8.886 0.00 0.00 0.00 0.2293
H 0.478 0.738 -6.909 -0.01 -0.02 0.01 0.2271
H 3.022 -1.700 -4.470 -0.02 0.00 -0.01 0.2422
H 4.346 -2.304 -6.463 -0.01 0.00 0.00 0.2322
H 0.114 1.829 -4.913 0.01 -0.03 -0.01 0.2248
H -1.023 1.554 -2.424 0.00 -0.01 0.02 0.2476
H 1.158 -1.902 -3.224 0.04 0.04 0.01 0.2301
C -1.713 5.070 4.090 0.00 -0.08 0.17 -1.1003
Ge -1.787 5.903 2.340 -0.04 0.08 -0.05 1.6336
C -2.984 7.451 2.401 -0.08 0.12 0.01 -1.0933
C -0.006 6.455 1.789 0.14 0.03 -0.04 -1.0985
C -2.445 4.659 0.990 -0.05 -0.07 -0.05 -1.0514
Se -1.553 2.919 1.092 0.01 -0.04 0.06 0.3295
C -2.690 2.109 2.448 0.03 -0.01 -0.03 -0.7832
H -1.317 5.778 4.821 -0.01 -0.03 0.01 0.2261
H -1.058 4.198 4.059 -0.01 0.02 0.02 0.2482
H -2.704 4.752 4.417 0.03 0.00 0.02 0.2277
H -2.648 8.188 3.133 -0.01 -0.02 -0.02 0.2249
H -3.991 7.131 2.674 0.01 0.04 -0.01 0.2246
H -3.030 7.935 1.424 -0.02 0.00 0.03 0.2243
H 0.450 7.120 2.524 0.00 -0.01 -0.02 0.2258
H -0.048 6.975 0.829 0.03 -0.01 0.02 0.2241
H 0.627 5.573 1.678 0.00 0.03 0.00 0.2464
H -2.221 5.060 0.000 -0.01 -0.02 -0.01 0.2350
H -3.522 4.495 1.039 0.00 0.00 -0.01 0.2282
H -2.273 2.248 3.441 -0.01 0.02 0.02 0.2207
H -2.739 1.045 2.226 0.01 -0.01 -0.01 0.2526
H -3.684 2.549 2.379 -0.01 -0.02 -0.01 0.2064
C -2.811 -2.273 -2.196 0.00 -0.01 0.02 -0.6001
C -3.186 -1.050 -1.359 0.10 0.01 0.07 -0.2123
C -3.682 0.063 -2.283 -0.03 0.02 -0.02 -0.5968
C -2.096 -0.554 -0.372 -0.24 0.20 -0.24 -0.9767
H -3.656 -2.589 -2.819 0.01 0.02 0.01 0.1842
H -2.522 -3.112 -1.563 0.01 0.01 0.01 0.2322
H -1.971 -2.050 -2.859 0.01 0.00 0.00 0.1897
H -4.052 -1.354 -0.757 -0.04 0.03 0.00 0.1790
H -2.912 0.357 -2.999 0.00 -0.01 0.00 0.1872
H -3.971 0.952 -1.716 0.02 -0.02 0.00 0.2001
H -4.551 -0.267 -2.863 0.01 0.00 0.01 0.1907
H -2.242 -1.070 0.582 0.06 -0.01 0.06 0.2353
H -2.320 0.507 -0.170 0.03 0.02 0.07 0.1959
```
Positions in Å, forces in eV/Å.

## Properties
Gap between HOMO and LUMO (alpha / beta) = 5.029 / 5.030 eV
HOMO (alpha / beta) = -3.549 / -3.552 eV
⟨S²⟩ = 0.76
Net charge = -1
2S+1 = 2
ΔE to the lowest compared entry with this formula, charge and spin = 5.7 kcal/mol

***

Number 1: F_max 1.74 eV/Å. Number 2: F_max 1.37 eV/Å.